Version P
Molecular formula: C4H8N3
Method: DFT, ωB97M-V/def2-TZVPD

Calculated values
Orbital gap (spin up / spin down) ... 8.044 / 8.238 eV
Net charge ... +1

Structure (XYZ):
```
15
Properties=species:S:1:pos:R:3:mulliken_charge:R:1
C -0.6373 1.1419 -0.6397 -0.075
C -1.3493 -1.0121 0.2504 -0.210
C 2.1064 0.2157 -0.2149 -0.411
C 0.8690 -0.7151 -0.1769 -0.705
N 2.0025 1.3649 0.4339 -0.373
N -0.4928 -0.0466 -0.0684 0.119
N -1.1331 2.2064 -0.1779 -0.150
H -0.9568 -2.0397 0.2334 0.328
H -2.4143 -0.7802 0.1916 0.300
H 3.0845 -0.2380 0.0261 0.438
H 2.3682 0.4468 -1.3372 0.305
H 0.7256 -1.2851 -1.1334 0.405
H 1.0386 -1.3223 0.6555 0.475
H -1.2196 2.9147 -0.8165 0.291
H -1.6104 2.3773 0.7254 0.263
```

***

Version Q
Molecular formula: C4H8N3
Method: DFT, ωB97M-V/def2-TZVPD

Calculated values
Orbital gap ... 9.591 eV
Net charge ... +1
Structure (SMILES) ... CN(C)C(=[NH2+])C#N

Structure (XYZ):
```
15
Properties=species:S:1:pos:R:3:mulliken_charge:R:1
C -2.1559 0.0639 0.0854 0.122
C -0.9169 -0.6135 0.0780 0.814
C 1.4722 -0.3157 -0.0943 -1.418
C 0.1873 1.7395 0.2323 -0.796
N -2.9931 0.8514 0.0602 -0.260
N 0.1839 0.2588 0.3149 -0.012
N -0.7106 -1.8779 -0.2724 -0.336
H 1.5846 -0.5008 -1.1043 0.493
H 2.3811 0.1747 0.3045 0.361
H 1.5341 -1.1892 0.4128 0.569
H 0.8379 2.0943 1.0972 0.268
H 0.7951 1.9713 -0.6652 0.333
H -0.8274 2.0847 0.1680 0.380
H -1.5090 -2.3678 -0.6108 0.261
H 0.1365 -2.3737 -0.0065 0.222
```

***

version Q is preferred energetically. Next in line: 0.2100 hartree higher.